No. 1
{"formula": "C4H7NO", "method": "wB97M-V/def2-TZVPD", "species": ["O", "N", "C", "C", "C", "C", "H", "H", "H", "H", "H", "H", "H"], "xyz": [[-0.332, -0.701, 0.665], [-1.931, 2.291, -0.304], [1.820, -1.111, -0.191], [0.622, -0.192, -0.255], [-1.387, 0.125, 0.909], [-1.594, 1.287, 0.340], [1.515, -2.139, -0.410], [-2.106, -0.254, 1.623], [2.251, -1.085, 0.814], [0.193, -0.151, -1.269], [2.582, -0.807, -0.914], [-2.523, 1.899, -1.040], [0.890, 0.837, 0.030]], "atomic_forces_ev_per_a": [[0.09, -0.06, 0.12], [0.00, -0.56, 0.33], [0.04, -0.02, -0.01], [0.18, 0.06, -0.13], [-0.18, 0.09, 0.10], [-0.18, -0.03, -0.19], [0.07, 0.13, 0.00], [0.19, 0.05, 0.09], [-0.01, -0.03, -0.15], [0.01, -0.05, 0.19], [-0.09, -0.03, 0.09], [-0.09, 0.61, -0.43], [-0.03, -0.14, -0.01]], "homo_lumo_gap_ev": 9.302, "spin_multiplicity": 1, "smiles": "CCOC=C=N", "charge": 0}

No. 2
{"formula": "C4H12", "method": "wB97M-V/def2-TZVPD", "species": ["C", "C", "C", "C", "H", "H", "H", "H", "H", "H", "H", "H", "H", "H", "H", "H"], "xyz": [[2.164, 0.853, 0.476], [1.438, 1.785, 1.466], [-1.486, -1.621, -1.617], [-2.193, -1.063, -0.355], [-1.220, -2.651, -1.406], [2.259, -0.135, 0.918], [0.595, 1.324, 1.971], [3.112, 1.340, 0.229], [-0.518, -1.129, -1.736], [2.148, 2.061, 2.254], [-2.502, -1.871, 0.300], [-1.509, -0.373, 0.146], [1.647, 0.776, -0.486], [-2.107, -1.648, -2.510], [-2.992, -0.360, -0.620], [1.164, 2.712, 0.970]], "atomic_forces_ev_per_a": [[-0.51, 0.79, -0.01], [0.82, -0.05, -0.06], [0.10, -0.37, 0.98], [0.44, 0.98, -0.91], [0.04, -0.32, -0.10], [0.43, -0.07, -0.20], [-0.30, 0.00, -0.21], [0.19, -0.55, 0.17], [-0.29, 0.21, -0.57], [-0.13, -0.02, -0.01], [-0.29, 0.26, 0.16], [0.16, -0.47, 0.41], [-0.20, -0.16, 0.25], [0.19, 0.35, -0.04], [-0.33, -0.63, 0.07], [-0.32, 0.04, 0.06]], "homo_lumo_gap_ev": 12.835, "spin_multiplicity": 1, "smiles": "CC.CC", "charge": 0}

No. 3
{"formula": "C5H7NO", "method": "wB97M-V/def2-TZVPD", "species": ["O", "N", "C", "C", "C", "C", "C", "H", "H", "H", "H", "H", "H", "H"], "xyz": [[-1.511, -0.683, 1.821], [1.188, 0.368, -2.908], [0.914, 0.302, -1.786], [-0.413, 1.429, -0.048], [-0.468, -1.182, 1.472], [0.560, 0.278, -0.355], [0.030, -1.129, 0.037], [0.167, -1.717, 2.210], [-1.404, 1.219, -0.459], [-0.816, -1.388, -0.609], [0.821, -1.875, -0.109], [1.496, 0.453, 0.185], [-0.052, 2.365, -0.483], [-0.513, 1.560, 1.032]], "atomic_forces_ev_per_a": [[0.45, -0.27, -0.12], [-0.27, -0.13, 1.05], [0.22, 0.03, -0.86], [-0.05, 0.03, 0.02], [-0.30, 0.19, 0.02], [0.01, -0.01, 0.05], [-0.05, -0.02, -0.05], [-0.03, 0.10, -0.11], [0.12, 0.00, 0.05], [0.11, 0.08, 0.07], [-0.16, 0.17, -0.01], [-0.04, 0.03, -0.01], [0.02, -0.17, 0.07], [-0.03, -0.03, -0.18]], "homo_lumo_gap_ev": 10.846, "spin_multiplicity": 1, "smiles": "C[C@H](C#N)CC=O", "charge": 0}

No. 4
{"formula": "C9H19N2", "method": "wB97M-V/def2-TZVPD", "species": ["N", "N", "C", "C", "C", "C", "C", "C", "C", "C", "C", "H", "H", "H", "H", "H", "H", "H", "H", "H", "H", "H", "H", "H", "H", "H", "H", "H", "H", "H"], "xyz": [[0.272, -0.665, 0.377], [0.094, 0.047, -2.507], [-0.961, -1.228, 2.443], [-0.724, 1.200, 1.756], [0.000, -0.192, 1.717], [1.323, -0.255, -1.769], [0.010, 1.195, -3.363], [-1.050, -0.383, -2.137], [1.328, 0.063, -0.291], [1.287, -0.101, 2.636], [-2.296, -0.710, -2.088], [-0.632, -2.209, 2.310], [-1.067, -0.946, 3.504], [-2.959, -0.320, -1.311], [-2.682, -1.448, -2.852], [0.458, -1.672, 0.597], [0.472, 0.864, -4.325], [1.093, 0.564, 3.406], [-1.111, 1.490, -3.553], [1.693, -1.041, 3.003], [-0.397, 1.901, 1.060], [-0.616, 1.743, 2.771], [1.223, 1.060, 0.090], [2.298, 0.191, -2.270], [2.155, 0.465, 2.005], [2.278, -0.260, 0.161], [-1.813, 1.229, 1.543], [1.646, -1.298, -2.050], [-1.924, -1.176, 1.989], [0.604, 1.891, -2.853]], "atomic_forces_ev_per_a": [[-0.89, -1.40, 0.54], [-2.43, -0.88, 2.09], [0.43, 2.67, -0.29], [-0.84, -0.12, 2.17], [-1.06, 0.46, 2.95], [3.91, -0.58, -1.84], [-1.43, -0.10, -2.69], [0.83, -0.47, -0.21], [0.18, -1.97, 1.12], [1.75, 0.94, -3.93], [-0.33, -0.81, -0.56], [0.84, -1.69, 0.16], [0.17, -0.32, -0.44], [0.24, -0.19, -0.25], [0.44, 0.87, 1.00], [0.30, 1.00, -1.27], [-0.29, 0.77, 0.58], [-0.37, 0.94, 1.75], [2.46, -0.39, 0.51], [-0.17, -0.14, -0.14], [1.27, 1.19, -1.36], [-0.09, -1.15, -1.49], [-0.07, 0.98, -0.94], [-2.42, 0.18, 0.64], [-1.79, -1.39, 1.65], [0.26, 0.09, -0.83], [0.43, -0.84, 0.26], [-1.03, 0.46, 1.06], [-0.88, 0.12, -0.33], [0.56, 1.76, 0.10]], "homo_lumo_gap_ev": 8.684, "spin_multiplicity": 1, "smiles": "C=C=[N+](C)CCNC(C)(C)C", "charge": 1}

No. 5
{"formula": "C2H11N2O", "method": "wB97M-V/def2-TZVPD", "species": ["O", "N", "N", "C", "C", "H", "H", "H", "H", "H", "H", "H", "H", "H", "H", "H"], "xyz": [[2.010, 1.406, -0.471], [-0.790, 1.048, 0.556], [0.421, -1.258, 0.658], [-1.108, 0.149, -0.542], [-0.945, -1.272, -0.025], [-0.195, 1.817, 0.286], [0.852, -2.176, 0.717], [-1.636, -1.514, 0.768], [2.700, 2.051, -0.265], [1.087, -0.617, 0.189], [-2.052, 0.354, -1.044], [-0.355, 0.267, -1.317], [-1.581, 1.336, 1.106], [-0.849, -2.057, -0.768], [0.326, -0.820, 1.582], [2.115, 1.286, -1.430]], "atomic_forces_ev_per_a": [[0.10, -0.19, -0.66], [0.10, -0.29, 0.08], [0.34, 0.52, 0.18], [0.20, 0.28, -0.10], [1.02, 0.14, 0.22], [-0.15, 0.09, 0.04], [-0.08, -0.14, 0.18], [-0.39, -0.25, -0.03], [-0.06, -0.07, 0.23], [-0.26, -0.14, -0.09], [-0.23, -0.34, 0.21], [0.16, 0.20, -0.15], [-0.16, 0.24, -0.12], [-0.53, 0.07, -0.21], [-0.02, -0.20, -0.13], [-0.06, 0.08, 0.34]], "homo_lumo_gap_ev": 10.609, "spin_multiplicity": 1, "charge": 1}

No. 6
{"formula": "C4H6O2", "method": "wB97M-V/def2-TZVPD", "species": ["O", "O", "C", "C", "C", "C", "H", "H", "H", "H", "H", "H"], "xyz": [[-0.208, 1.011, -1.471], [1.828, -0.867, 0.078], [0.111, 0.859, -0.090], [-0.881, -1.355, 0.381], [1.546, 0.285, -0.131], [-0.769, -0.068, 0.699], [-1.140, 0.784, -1.585], [-1.332, -2.076, 1.055], [0.144, 1.853, 0.382], [2.331, 1.009, -0.416], [-1.175, 0.308, 1.636], [-0.455, -1.744, -0.539]], "atomic_forces_ev_per_a": [[-0.22, -0.09, -0.05], [0.03, 0.66, -0.07], [0.10, -0.09, 0.29], [-0.03, 0.09, 0.03], [0.24, -0.35, 0.05], [0.02, -0.25, 0.02], [0.13, 0.03, 0.02], [-0.24, 0.16, -0.16], [0.02, -0.18, -0.07], [-0.07, 0.03, -0.08], [0.07, -0.04, -0.12], [-0.05, 0.03, 0.16]], "homo_lumo_gap_ev": 10.564, "spin_multiplicity": 1, "smiles": "C=C[C@H](O)C=O", "charge": 0}

No. 7
{"formula": "C32H39BF14NO33P2", "method": "wB97M-V/def2-TZVPD", "species": ["P", "P", "F", "F", "F", "F", "F", "F", "F", "F", "F", "F", "F", "F", "F", "F", "O", "O", "O", "O", "O", "O", "O", "O", "O", "O", "O", "O", "O", "O", "O", "O", "O", "O", "O", "O", "O", "O", "O", "O", "O", "O", "O", "O", "O", "O", "O", "O", "O", "N", "C", "C", "C", "C", "C", "C", "C", "C", "C", "C", "C", "C", "C", "C", "C", "C", "C", "C", "C", "C", "C", "C", "C", "C", "C", "C", "C", "C", "C", "C", "C", "C", "B", "H", "H", "H", "H", "H", "H", "H", "H", "H", "H", "H", "H", "H", "H", "H", "H", "H", "H", "H", "H", "H", "H", "H", "H", "H", "H", "H", "H", "H", "H", "H", "H", "H", "H", "H", "H", "H", "H", "H"], "xyz": [[-3.307, 3.644, 2.300], [-2.288, 5.456, -0.203], [-9.011, -4.084, 4.261], [-2.137, -1.371, -5.543], [-2.645, -3.002, -1.634], [-1.799, -0.845, 5.808], [0.991, 0.249, 2.983], [6.627, 0.801, 0.436], [0.736, 1.182, 0.635], [-1.591, -4.313, -9.485], [2.947, 3.446, -5.074], [2.927, 1.150, 2.661], [1.470, 2.123, 3.919], [11.002, -1.284, 0.064], [-3.900, -8.383, 0.009], [2.137, 2.846, 1.017], [-2.297, 1.426, -1.651], [7.742, 5.088, 0.221], [9.394, -2.715, 0.751], [4.071, 2.295, -3.486], [-2.366, 6.830, -0.750], [-7.396, -2.945, 5.354], [1.769, -0.259, -7.343], [-1.013, -4.551, -5.089], [-0.201, -1.140, -6.688], [0.920, 0.192, -5.311], [-4.902, 3.969, 2.350], [-1.503, -4.084, -7.238], [-5.711, -3.152, 3.914], [-2.877, -5.162, 0.668], [-2.551, 1.521, 8.192], [-2.816, 0.011, 0.044], [8.429, -1.501, 2.345], [-4.736, -6.292, 0.209], [-4.862, -4.128, 0.848], [5.747, 4.094, -0.109], [-2.194, -0.806, -1.929], [-3.276, 6.383, 2.193], [-3.493, 4.526, -0.844], [7.883, -3.677, 2.126], [-0.974, 4.657, -0.780], [-3.210, 2.561, 1.060], [-5.314, -2.327, 5.976], [5.029, 0.542, -2.446], [-1.740, 1.392, 6.118], [-2.240, 3.417, 7.019], [7.463, 2.885, 0.619], [4.846, 0.596, -4.691], [0.231, -5.393, -6.771], [-2.805, 2.976, 3.624], [-7.989, -3.203, 4.099], [0.910, -0.381, -6.530], [6.314, 2.072, 0.794], [-0.933, 5.401, 2.533], [4.680, 1.080, -3.445], [9.705, -1.368, 0.453], [-2.184, 2.241, 7.088], [-2.141, -1.894, -1.028], [8.501, -2.729, 1.783], [4.152, 1.457, -5.609], [-6.054, -2.761, 5.163], [7.045, 4.129, 0.236], [0.102, -5.392, -8.196], [-0.334, -0.082, -4.659], [5.309, 2.721, -0.130], [-0.798, -1.317, -5.401], [1.058, 2.169, 1.549], [-4.223, -5.096, 0.606], [1.617, 1.416, 2.799], [-2.426, 0.336, -1.199], [-3.003, -1.405, 0.110], [-0.751, -4.161, -8.435], [9.447, -0.675, 1.774], [-0.127, 3.069, 1.826], [-3.671, -7.082, -0.289], [-0.790, -4.680, -6.247], [0.257, 4.518, 2.132], [-6.839, -3.786, 3.305], [-1.520, 0.132, 6.705], [-2.474, -6.517, 0.449], [-2.486, 0.133, 7.870], [4.079, 2.753, -4.828], [-2.361, 5.299, 1.767], [3.160, 1.053, -5.796], [-3.466, -0.226, 7.549], [-8.395, -2.274, 3.696], [9.071, -1.026, -0.367], [-3.629, -6.974, -1.374], [-2.697, -1.779, 1.082], [-6.877, -3.572, 2.243], [6.035, 2.075, 1.849], [-2.142, -0.438, 8.728], [-4.052, -1.649, -0.060], [-0.701, 2.628, 2.651], [-0.187, -0.234, -3.595], [-3.529, 2.808, 4.312], [-4.064, 2.517, 0.611], [-1.100, -2.088, -0.763], [-1.548, -6.549, -0.117], [4.932, 3.421, -4.966], [1.081, -5.350, -8.663], [-0.428, -6.291, -8.515], [4.282, 2.640, 0.213], [-6.772, -4.864, 3.459], [-1.020, 0.750, -4.817], [0.754, 4.939, 1.251], [-0.451, -2.261, -4.983], [1.003, 4.517, 2.938], [-0.618, 6.450, 2.425], [-2.345, -7.018, 1.409], [4.698, 1.535, -6.544], [-3.053, 6.637, 3.094], [-3.195, 3.617, -0.992], [10.331, -0.702, 2.412], [-0.468, 0.047, 6.988], [-1.154, 5.246, 3.599], [-0.758, 3.008, 0.938], [-1.178, 3.946, -1.397], [-5.082, 4.767, 1.829], [9.095, 0.347, 1.666], [-0.194, -3.231, -8.560], [5.387, 2.331, -1.141]], "atomic_forces_ev_per_a": [[0.72, -0.16, 0.62], [-0.18, 0.54, -0.23], [0.06, -0.05, 0.03], [0.02, 0.09, -0.08], [-0.05, 0.07, -0.05], [-0.04, 0.03, -0.03], [-0.09, 0.00, -0.08], [0.08, -0.04, -0.07], [0.24, 0.37, 0.27], [-0.05, -0.08, 0.04], [-0.06, -0.07, 0.03], [0.06, -0.07, -0.05], [0.06, 0.20, -0.03], [0.02, -0.05, 0.07], [-0.02, 0.03, 0.09], [-0.47, -0.23, 0.03], [-0.03, 0.05, -0.01], [0.02, -0.02, -0.04], [-0.16, 0.02, -0.15], [0.18, 0.13, 0.02], [0.01, -0.44, 0.11], [-0.01, 0.23, -0.04], [-0.05, 0.03, -0.05], [-0.01, -0.17, 0.05], [0.12, -0.26, 0.03], [-0.05, 0.00, 0.01], [-0.24, 0.00, -0.42], [0.07, 0.14, 0.04], [0.00, 0.00, 0.01], [0.05, -0.01, 0.05], [-0.02, 0.01, 0.00], [0.07, 0.07, -0.34], [0.02, 0.03, 0.03], [-0.01, 0.09, -0.17], [-0.12, 0.00, 0.06], [-0.03, -0.06, 0.01], [0.36, 0.05, -0.05], [0.03, -0.08, 0.05], [0.13, 0.12, -0.41], [0.03, -0.03, 0.02], [0.03, -0.15, 0.13], [-0.43, -0.27, -0.07], [0.03, -0.02, 0.06], [-0.03, -0.10, -0.12], [0.22, 0.17, 0.20], [0.01, 0.02, -0.04], [-0.03, 0.02, 0.25], [0.01, 0.00, -0.08], [0.00, -0.07, -0.01], [-0.31, 0.31, -0.15], [0.07, -0.03, 0.09], [-0.01, 0.04, 0.09], [0.08, 0.08, -0.06], [0.05, 0.13, -0.08], [-0.10, -0.02, -0.02], [-0.01, -0.08, 0.05], [-0.11, -0.20, 0.03], [-0.07, 0.03, -0.05], [0.09, 0.05, 0.04], [0.00, -0.05, -0.05], [-0.05, -0.16, -0.09], [-0.01, -0.02, -0.10], [0.04, -0.02, -0.04], [-0.02, 0.07, 0.09], [-0.16, 0.09, 0.02], [-0.11, 0.08, 0.02], [0.10, -0.01, -0.05], [0.16, -0.03, -0.02], [-0.06, -0.08, -0.02], [-0.21, -0.18, 0.12], [-0.04, -0.12, 0.31], [0.01, 0.00, 0.04], [-0.07, 0.14, 0.04], [0.12, -0.35, 0.00], [-0.03, 0.04, 0.04], [0.02, 0.11, -0.13], [0.19, -0.03, 0.04], [-0.01, 0.00, -0.07], [-0.04, -0.01, -0.11], [0.06, -0.02, 0.00], [-0.05, -0.04, 0.04], [-0.03, -0.08, 0.06], [-0.05, 0.12, 0.04], [-0.04, 0.12, -0.02], [0.01, -0.04, -0.06], [-0.10, -0.04, -0.01], [0.08, 0.05, -0.05], [0.00, -0.10, -0.02], [0.03, 0.15, 0.04], [0.16, 0.12, 0.02], [-0.04, -0.12, 0.00], [0.04, 0.10, 0.04], [0.02, -0.05, -0.07], [0.04, 0.09, -0.06], [0.15, 0.00, -0.04], [0.07, -0.16, -0.01], [0.08, -0.04, 0.06], [-0.01, -0.11, -0.01], [-0.03, 0.14, -0.04], [-0.06, 0.08, -0.03], [0.05, 0.05, 0.13], [-0.04, 0.03, -0.05], [0.02, 0.18, 0.07], [-0.10, -0.02, 0.03], [-0.04, -0.02, -0.02], [-0.13, -0.07, 0.07], [-0.11, -0.02, 0.06], [-0.07, 0.07, -0.09], [0.01, -0.10, 0.06], [-0.03, -0.06, -0.01], [0.14, -0.07, 0.08], [-0.06, -0.01, -0.07], [-0.12, 0.07, 0.22], [0.08, -0.02, -0.10], [0.02, -0.08, -0.05], [0.01, -0.06, -0.11], [0.08, 0.08, 0.05], [0.01, 0.07, -0.05], [0.09, 0.11, 0.20], [-0.15, -0.06, 0.03], [-0.04, 0.02, -0.08], [0.10, -0.09, 0.07]], "homo_lumo_gap_ev": 6.210, "spin_multiplicity": 1, "charge": -1}

Energy (Ha)
-286.5278; -159.5728; -324.6923; -463.4619; -267.3121; -306.4350; -5886.6063